No. 1
The following is a quantum chemistry calculation of a molecular structure, C3H3NO2, from OMol25.

Calculated values
Energy relative to the best compared isomer or geometry (same formula, charge and spin): 111.9 kcal per mole
E_LUMO (spin up / spin down): -0.568 / -0.567 eV
Highest occupied orbital energy (spin up / spin down): -9.4075 / -9.4097 eV

Geometry as ORCA input:
```
! wB97M-V def2-TZVPD RIJCOSX def2/J DEFGRID3
* xyz 0 1
C -1.4290 0.0521 0.1745
O -0.8797 0.9214 -0.5421
C 0.9575 0.6927 -0.6871
O 1.5921 1.4123 -1.3111
C 1.1134 -0.6253 0.2983
N 2.1902 -1.0398 0.5791
H 0.0026 -0.8475 0.5365
H -1.6211 0.2462 1.2380
H -1.9260 -0.8121 -0.2861
*
```

***

No. 2
The following is a quantum chemistry calculation of 3 unconnected molecules or ions with the total composition C34H26NO7, from OMol25.

Calculated values
E_LUMO: 0.575 eV
Highest occupied orbital energy: -2.0622 eV

Geometry as ORCA input:
```
! wB97M-V def2-TZVPD RIJCOSX def2/J DEFGRID3
* xyz -1 1
C -1.2463 2.5637 -0.8968
C -0.5524 1.2542 -1.1706
O 0.3561 1.1319 -1.9412
O -0.8683 0.2291 -0.3303
C -2.1948 -0.3000 -0.2032
O -2.4070 -0.8732 0.8169
C -3.0331 -0.1500 -1.4431
C -4.5252 -0.0972 -1.2344
C -4.9748 1.1719 -0.5703
N -5.0992 1.1101 0.9190
H -2.1008 2.4484 -0.2346
H -1.5856 2.9837 -1.8409
H -0.5190 3.2525 -0.4606
H -2.7760 -1.0494 -2.0230
H -2.6012 0.7016 -2.0222
H -4.9824 -0.1687 -2.2284
H -5.9556 1.4526 -0.9678
H -4.3146 2.0537 -0.7636
H -4.2021 1.3301 1.3411
H -5.2219 0.1148 1.1053
C 2.4286 7.3509 6.6876
C 3.7706 7.4234 6.3285
C 4.2582 6.6343 5.3015
C 3.4066 5.7649 4.6295
C 2.0630 5.6886 4.9930
C 1.5770 6.4864 6.0222
C 1.1233 4.7538 4.3000
O -0.0455 4.7060 4.6150
C 1.6814 3.8917 3.2211
C 0.8416 2.9880 2.5800
C 1.3391 2.1791 1.5711
C 2.6735 2.2754 1.1930
C 3.5149 3.1734 1.8273
C 3.0254 3.9826 2.8458
C 3.9552 4.9302 3.5182
O 5.1181 5.0277 3.1854
H 2.0484 7.9712 7.4891
H 4.4354 8.0983 6.8523
H 5.2968 6.6774 5.0027
H 0.5304 6.4126 6.2850
H -0.1959 2.9296 2.8806
H 0.6927 1.4659 1.0780
H 3.0485 1.6488 0.3941
H 4.5555 3.2627 1.5465
C 2.1720 -4.2799 -0.6865
C 1.1749 -3.3109 -0.6866
C 0.0882 -3.4310 -1.5358
C 0.0003 -4.5182 -2.3972
C 1.0042 -5.4903 -2.4008
C 2.0878 -5.3677 -1.5386
C 0.9459 -6.6586 -3.3216
O 1.8054 -7.5163 -3.3165
C -0.2112 -6.7401 -4.2626
C -0.2779 -7.8029 -5.1567
C -1.3430 -7.9014 -6.0348
C -2.3492 -6.9407 -6.0232
C -2.2878 -5.8802 -5.1359
C -1.2179 -5.7754 -4.2553
C -1.1722 -4.6139 -3.3147
O -2.0480 -3.7810 -3.3090
H 3.0176 -4.1846 -0.0173
H 1.2378 -2.4588 -0.0225
H -0.6979 -2.6876 -1.5370
H 2.8536 -6.1314 -1.5530
H 0.5132 -8.5405 -5.1467
H -1.3928 -8.7287 -6.7313
H -3.1831 -7.0215 -6.7086
H -3.0583 -5.1214 -5.1067
*
```

***

No. 3
The following is a quantum chemistry calculation of a molecular structure, C23H21I2N6O10Ru, from OMol25.

Calculated values
Energy relative to the best compared isomer or geometry (same formula, charge and spin): 3.7 kcal per mole
E_LUMO (spin up / spin down): -6.896 / -8.313 eV
Highest occupied orbital energy (spin up / spin down): -14.4648 / -14.5207 eV

Geometry as ORCA input:
```
! wB97M-V def2-TZVPD RIJCOSX def2/J DEFGRID3
* xyz 2 6
Ru -0.3546 -1.6344 0.1804
I 0.2485 -2.7885 3.0229
C -1.7684 -3.4335 3.2072
I -2.6627 -3.7383 1.3134
H -2.3175 -2.6620 3.7312
H -1.7627 -4.3733 3.7456
O 5.6699 3.6631 1.1247
C 4.4979 3.2842 1.6501
O 3.8841 4.0064 2.3788
C 3.9435 1.9394 1.2542
C 4.2667 1.2817 0.0756
C 3.6321 0.0957 -0.2663
C 2.6787 -0.4341 0.5914
C 2.3506 0.2183 1.7756
C 2.9832 1.3979 2.1055
N 1.9499 -1.6023 0.2276
C 2.5304 -2.6127 -0.2830
C 1.7353 -3.7150 -0.8352
C 2.3395 -4.8199 -1.3983
C 1.5388 -5.7888 -1.9964
C 0.1714 -5.5978 -2.0227
C -0.3620 -4.4615 -1.4277
N 0.3959 -3.5459 -0.8295
H 6.1099 2.9492 0.6502
H 4.9721 1.7048 -0.6290
H 3.8382 -0.3724 -1.2205
H 1.6032 -0.2010 2.4388
H 2.7349 1.9368 3.0094
H 3.6156 -2.6672 -0.3565
H 3.4168 -4.9152 -1.3815
H 1.9839 -6.6661 -2.4456
H -0.4879 -6.3101 -2.4975
H -1.4261 -4.2748 -1.4464
O -4.1749 3.4105 -3.9752
N -3.2219 3.8309 -3.3630
O -2.8865 4.9863 -3.2474
C -2.3745 2.8292 -2.6812
C -1.2709 3.2693 -1.9505
C -0.5232 2.3233 -1.3106
C -0.7715 0.9360 -1.3667
O 0.0655 0.1410 -0.7655
C -1.9186 0.5667 -2.1024
C -2.7098 1.5071 -2.7679
N -2.3252 -0.8117 -2.2361
O -1.7067 -1.7069 -1.5969
O -3.2212 -1.1032 -2.9664
N 0.5948 2.7223 -0.4384
O 1.6400 3.0195 -0.9526
O 0.3528 2.6958 0.7541
H -1.0405 4.3258 -1.8956
H -3.5740 1.2025 -3.3415
C -2.3548 2.8223 2.5339
N -2.6128 1.5275 1.9006
C -3.9510 1.3221 1.3500
C -1.6741 0.6297 1.7997
O -1.8494 -0.5036 1.2477
H -2.5278 3.6173 1.8093
H -1.3237 2.8728 2.8726
H -3.0299 2.9498 3.3779
H -4.6887 1.5732 2.1097
H -4.0716 0.2867 1.0482
H -4.0919 1.9820 0.4933
H -0.7071 0.9130 2.2143
*
```

***

No. 4
The following is a quantum chemistry calculation of C6H11BrO3 in the gas phase, from OMol25.

Calculated values
Energy relative to the best compared isomer or geometry (same formula, charge and spin): 64.7 kcal per mole
Structure (SMILES): OO[C@]1(O)CCCC[C@@H]1Br
E_LUMO: 0.632 eV
Highest occupied orbital energy: -9.8261 eV

Geometry as ORCA input:
```
! wB97M-V def2-TZVPD RIJCOSX def2/J DEFGRID3
* xyz 0 1
C -0.6343 -1.4998 0.1946
C -1.2469 -0.1056 0.2724
C 0.8511 -1.4355 0.5407
C -0.5432 0.8419 -0.6927
C 1.5664 -0.4985 -0.4150
C 0.9693 0.9091 -0.4141
O 1.6238 1.6496 -1.3990
O 0.7894 2.7743 0.9627
O 1.2360 1.4215 0.8732
Br 3.4553 -0.3780 0.0539
H -1.1397 -2.1708 0.8906
H -0.7601 -1.9012 -0.8142
H -2.3098 -0.1441 0.0294
H -1.1452 0.2790 1.2891
H 0.9758 -1.0638 1.5601
H 1.3037 -2.4276 0.4805
H -0.6729 0.5112 -1.7248
H -0.9478 1.8520 -0.5989
H 1.5442 -0.8656 -1.4427
H 1.4013 2.5822 -1.2775
H 1.3962 3.1353 1.6234
*
```

***

No. 5
The following is a quantum chemistry calculation of 3 unconnected molecules or ions with the total composition C23H49FN8O4P2S, from OMol25.

Calculated values
Structure (SMILES): C[C@@H](F)Cc1cc(O)c2nsnc2c1CCO.CN(C)P(=O)(N(C)C)N(C)C.CN(C)P(=O)(N(C)C)N(C)C
E_LUMO: -1.252 eV
Highest occupied orbital energy: -7.6458 eV

Geometry as ORCA input:
```
! wB97M-V def2-TZVPD RIJCOSX def2/J DEFGRID3
* xyz 0 1
C -1.7613 3.0707 3.2623
C -2.9795 3.1712 2.1789
F -2.8412 4.4557 1.5358
C -2.8820 1.9024 1.1941
C -3.0834 2.2278 -0.3554
C -4.1539 3.2326 -0.9539
C -4.3363 3.5023 -2.4933
O -5.3210 4.4405 -2.9509
C -3.4822 2.7522 -3.5810
N -3.4899 2.8469 -5.0267
S -2.2961 1.7372 -5.6187
N -1.7299 1.1738 -4.0857
C -2.4174 1.7613 -2.9476
C -2.1853 1.4712 -1.3982
C -1.0399 0.4153 -1.0376
C 0.3782 1.0500 -1.5452
O 0.9208 0.3693 -2.7068
H -2.0322 2.3998 4.1610
H -1.5069 4.1116 3.7089
H -0.7985 2.7046 2.7491
H -3.9418 3.1203 2.8157
H -3.7317 1.1771 1.5158
H -1.9057 1.3575 1.4339
H -4.8163 3.7877 -0.2065
H -4.8957 5.3297 -2.8457
H -0.9882 0.1120 0.0623
H -1.2260 -0.5500 -1.6465
H 0.1892 2.1457 -1.8639
H 1.1608 1.0535 -0.6915
H 0.8222 0.9934 -3.4721
O 2.4324 0.1710 4.6625
P 2.4270 1.2282 5.7821
N 3.0096 2.4460 4.7262
C 4.1391 3.3367 4.9036
C 2.1188 2.8751 3.6545
N 3.7492 0.5104 6.6229
C 5.0174 1.1476 6.9243
C 3.9729 -0.9231 6.4350
N 2.3503 2.4161 7.1015
C 1.9166 1.7879 8.3758
C 1.4011 3.5274 6.8856
H 4.1074 3.8933 5.8439
H 4.2039 4.0885 4.1085
H 5.0813 2.7880 4.8444
H 1.3765 3.5956 4.0154
H 1.5694 2.0288 3.2308
H 2.6598 3.3302 2.8202
H 5.7062 1.1020 6.0738
H 5.5054 0.6460 7.7687
H 4.9047 2.1838 7.2423
H 4.4915 -1.1253 5.4892
H 3.0284 -1.4710 6.4428
H 4.5747 -1.3420 7.2490
H 0.9156 1.3543 8.2808
H 1.9069 2.5222 9.1870
H 2.5928 0.9968 8.7016
H 0.4124 3.1587 6.5947
H 1.7533 4.2226 6.1218
H 1.2935 4.1360 7.7887
O -1.2540 -4.6944 -3.1780
P -0.5200 -4.3369 -4.4835
N -1.6492 -3.1053 -4.8604
C -2.3896 -2.8976 -6.0882
C -1.6720 -1.9368 -3.9861
N -0.9746 -5.8006 -5.2733
C -1.7395 -5.9068 -6.5014
C -1.2668 -6.9611 -4.4323
N 0.3986 -3.9363 -5.9508
C 1.5582 -4.8464 -6.1335
C 0.9774 -2.5772 -5.9720
H -1.7524 -2.8555 -6.9758
H -2.9567 -1.9594 -6.0774
H -3.1432 -3.6760 -6.2256
H -0.8751 -1.2320 -4.2395
H -1.5313 -2.2218 -2.9388
H -2.6255 -1.4033 -4.0273
H -2.8164 -5.8283 -6.3162
H -1.5590 -6.8766 -6.9809
H -1.4466 -5.1678 -7.2468
H -2.2767 -6.9014 -4.0069
H -0.5456 -7.0450 -3.6167
H -1.1925 -7.8943 -5.0018
H 2.2551 -4.7703 -5.2923
H 2.0947 -4.6111 -7.0578
H 1.2579 -5.8909 -6.2240
H 1.5371 -2.3659 -5.0557
H 0.2123 -1.8095 -6.0987
H 1.6481 -2.4468 -6.8272
*
```

***

No. 6
The following is a quantum chemistry calculation of 3 unconnected molecules or ions with the total composition C19H20FN2O5S, from OMol25.

Calculated values
E_LUMO: -3.795 eV
Highest occupied orbital energy: -12.0824 eV

Geometry as ORCA input:
```
! wB97M-V def2-TZVPD RIJCOSX def2/J DEFGRID3
* xyz 1 1
C -1.4321 -0.2870 -3.2638
C -0.6752 -1.6053 -3.1791
O 0.5299 -1.6360 -3.9617
N 1.3720 -0.6080 -3.6473
C 1.7309 -0.1455 -2.4114
C 2.6184 0.8696 -2.6502
S 3.4291 1.8587 -1.4565
N 2.7781 0.9684 -4.0231
C 3.6648 1.9452 -4.6647
C 3.8325 1.7001 -6.1397
F 4.4155 0.4772 -6.3626
C 2.0053 0.0553 -4.6082
H -2.4953 -0.4478 -3.1211
H -1.1154 0.3849 -2.4666
H -1.2547 0.2060 -4.2170
H -0.4641 -1.8662 -2.1438
H -1.2806 -2.4099 -3.5831
H 1.3560 -0.5227 -1.4727
H 2.4305 2.7312 -1.2462
H 4.6275 1.8887 -4.1659
H 3.2789 2.9528 -4.5265
H 4.4860 2.4790 -6.5308
H 2.8921 1.7799 -6.6861
H 1.9283 -0.1363 -5.6614
C -0.4820 -1.5353 2.1196
C -1.3532 -2.1117 2.9425
C -2.0249 -3.3879 2.5912
O -2.8192 -3.9101 3.3383
C -1.6849 -4.0047 1.2803
C -0.8135 -3.4287 0.4573
C -0.1519 -2.1533 0.8175
O 0.6500 -1.6289 0.0587
H 0.0146 -0.6069 2.3582
H -1.6113 -1.6798 3.8988
H -2.1817 -4.9373 1.0448
H -0.5454 -3.8623 -0.4985
C -1.7070 0.5304 6.1580
C -2.4516 1.0698 7.1191
C -2.9423 2.4694 7.0187
O -3.6179 2.9623 7.8916
C -2.5688 3.2401 5.8039
C -1.8241 2.6973 4.8449
C -1.3384 1.3014 4.9471
O -0.6602 0.8062 4.0659
H -1.3361 -0.4855 6.2156
H -2.7332 0.5263 8.0118
H -2.9360 4.2570 5.7514
H -1.5396 3.2400 3.9526
*
```

***

| no. | E (Ha) |
| --- | --- |
| 1 | -321.1993 |
| 2 | -1892.6997 |
| 3 | -2659.4190 |
| 4 | -3034.8809 |
| 5 | -2825.1031 |
| 6 | -1719.4096 |